No. 1
121
Properties=species:S:1:pos:R:3:lowdin_charge:R:1 method="wB97M-V/def2-TZVPD" energy_ev=-112053.562 charge=-1 fmax_ha_per_bohr=0.0576 gap_ev=4.39 multiplicity=1 homo_energy_ha=-0.1469 e_lumo_ha=0.014
C -1.46 -2.34 -1.02 -0.04
C -0.89 -1.50 0.13 -0.35
C -1.49 -0.07 0.26 -0.07
C -2.21 0.46 -0.97 -0.37
O -3.50 -0.07 -0.99 -0.29
P -4.35 0.71 -2.31 0.45
C -5.71 1.14 -1.03 -0.32
C -6.78 0.04 -0.86 -0.26
C -8.17 0.42 -1.37 -0.21
C -9.26 -0.54 -0.89 -0.22
N -10.60 0.08 -1.01 0.02
C -11.66 -0.74 -0.61 -0.53
N -12.85 -0.28 -0.60 0.09
N -11.39 -2.13 -0.21 0.07
P -5.65 1.69 -3.86 0.73
O -4.67 2.42 -5.02 -0.37
O -6.57 0.51 -4.63 -0.38
O -3.40 2.17 -2.06 -0.29
C -2.32 2.00 -1.18 -0.28
N -2.72 2.83 0.01 0.13
C -2.98 4.17 -0.40 -0.47
O -2.48 4.77 -1.31 0.18
F -3.87 4.79 0.39 0.14
C -1.65 2.94 0.99 -0.47
O -1.84 2.71 2.15 0.17
F -0.46 3.33 0.51 0.14
O 0.54 -1.54 0.07 -0.10
C 1.08 -0.66 -0.90 -0.17
C 2.49 -1.09 -1.23 -0.20
C 3.53 -0.66 -0.46 -0.05
C 4.83 -0.99 -0.73 -0.08
C 5.10 -1.78 -1.82 -0.10
C 4.07 -2.24 -2.59 -0.08
C 2.78 -1.90 -2.30 -0.04
H -0.98 -3.32 -0.95 0.08
H -2.54 -2.48 -0.94 0.09
H -1.19 -1.93 -1.99 0.07
H -1.16 -2.03 1.05 0.14
H -0.70 0.60 0.64 0.11
H -2.24 -0.12 1.06 0.13
H -1.75 0.13 -1.91 0.11
H -4.88 -0.60 -2.65 -0.01
H -3.32 0.40 -3.31 0.00
H -5.19 1.22 -0.07 0.06
H -6.16 2.12 -1.22 0.05
H -6.87 -0.16 0.21 0.10
H -6.48 -0.91 -1.32 0.09
H -8.43 1.45 -1.08 0.11
H -8.20 0.41 -2.47 0.09
H -9.09 -0.89 0.12 0.11
H -9.22 -1.40 -1.58 0.11
H -10.78 0.36 -1.96 0.13
H -13.48 -1.00 -0.29 0.02
H -12.07 -2.67 -0.74 0.07
H -11.74 -2.18 0.75 0.07
H -3.98 1.82 -5.32 0.02
H -7.44 0.88 -4.80 0.01
H -1.44 2.47 -1.64 0.15
H 0.47 -0.57 -1.81 0.12
H 1.15 0.35 -0.46 0.12
H 3.37 -0.02 0.41 0.12
H 5.67 -0.67 -0.13 0.10
H 6.13 -2.02 -2.07 0.06
H 4.23 -2.87 -3.46 0.10
H 1.95 -2.26 -2.90 0.12
C -5.10 -3.38 -8.53 -0.08
C -6.09 -4.32 -8.28 -0.08
C -6.78 -4.30 -7.08 -0.01
C -6.46 -3.34 -6.14 -0.14
C -5.47 -2.40 -6.37 0.01
C -4.79 -2.42 -7.58 -0.06
N -7.19 -3.29 -4.87 -0.35
O -8.05 -4.14 -4.67 0.06
O -6.89 -2.41 -4.10 0.08
H -4.57 -3.39 -9.48 0.10
H -6.34 -5.06 -9.03 0.10
H -7.55 -5.03 -6.89 0.11
H -5.23 -1.65 -5.62 0.11
H -4.02 -1.69 -7.77 0.11
C 12.20 -0.98 -0.05 -0.07
C 11.28 0.02 -0.30 -0.06
C 10.09 -0.27 -0.95 0.00
C 9.84 -1.58 -1.34 -0.14
C 10.75 -2.59 -1.10 -0.01
C 11.94 -2.29 -0.45 -0.07
N 8.57 -1.89 -2.01 -0.33
O 7.80 -0.98 -2.22 0.06
O 8.36 -3.05 -2.30 0.09
H 13.12 -0.75 0.47 0.11
H 11.48 1.04 0.01 0.11
H 9.37 0.51 -1.15 0.12
H 10.55 -3.60 -1.41 0.12
H 12.66 -3.07 -0.25 0.11
C 4.29 2.50 3.59 -0.06
C 4.92 2.99 2.45 -0.06
C 6.29 2.83 2.29 0.00
C 7.01 2.18 3.28 -0.15
C 6.40 1.70 4.42 -0.01
C 5.03 1.86 4.57 -0.07
N 8.46 1.99 3.11 -0.35
O 8.97 2.44 2.10 0.06
O 9.06 1.39 3.97 0.07
H 3.22 2.62 3.70 0.11
H 4.34 3.49 1.68 0.11
H 6.78 3.21 1.41 0.12
H 6.97 1.20 5.19 0.12
H 4.54 1.48 5.46 0.11
C 5.21 1.23 11.50 -0.07
C 6.33 1.40 10.69 -0.07
C 6.23 2.16 9.54 0.00
C 5.02 2.73 9.20 -0.15
C 3.90 2.56 10.00 0.00
C 4.00 1.80 11.15 -0.07
N 4.92 3.55 7.99 -0.35
O 5.91 3.66 7.30 0.07
O 3.85 4.06 7.74 0.08
H 5.29 0.64 12.41 0.11
H 7.27 0.96 10.97 0.11
H 7.10 2.29 8.91 0.12
H 2.95 3.00 9.73 0.12
H 3.13 1.66 11.78 0.11


No. 2
16
Properties=species:S:1:pos:R:3:lowdin_charge:R:1 method="wB97M-V/def2-TZVPD" energy_ev=-10441.072 fmax_ha_per_bohr=0.1504 de_lowest_kj_mol=545.53 gap_ev=9.02 multiplicity=1 homo_energy_ha=-0.3009 e_lumo_ha=0.031
C 1.14 1.37 -0.32 -0.02
C 1.02 0.08 0.15 -0.59
C -0.05 -0.73 -0.44 -0.29
C -2.03 0.22 -0.21 -0.17
C -1.48 0.40 1.03 0.03
C -0.15 -0.50 0.90 -0.10
H 0.25 1.80 -0.91 0.11
H 2.30 1.26 -1.03 0.18
H 1.52 2.15 0.48 0.12
H 2.47 -0.57 -0.71 0.09
H -0.07 -1.66 -0.76 0.13
H -3.13 0.31 -0.63 0.17
H -1.92 0.69 2.07 0.12
H 0.21 -1.16 1.67 0.15
O 2.17 -0.61 0.19 0.05
O -1.21 -0.36 -1.06 0.00


No. 3
97
Properties=species:S:1:pos:R:3:lowdin_charge:R:1 method="wB97M-V/def2-TZVPD" energy_ev=-63456.432 fmax_ha_per_bohr=0.0872 de_lowest_kj_mol=457.39 gap_ev=6.34 multiplicity=1 homo_energy_ha=-0.2407 e_lumo_ha=-0.008
O 1.37 -2.10 -1.55 -0.15
O 0.99 -1.19 -3.67 -0.15
C 2.83 -2.61 -1.55 -0.15
C 3.18 -3.25 -0.23 -0.06
H 3.44 -1.72 -1.78 0.11
H 2.94 -3.33 -2.37 0.11
H 2.88 -2.62 0.62 0.09
H 4.28 -3.40 -0.21 0.10
H 2.73 -4.25 -0.14 0.09
C 0.39 -3.15 -1.12 -0.17
C 0.36 -4.21 -2.17 -0.05
H -0.58 -2.66 -0.99 0.12
H 0.74 -3.47 -0.14 0.10
H 0.11 -3.76 -3.14 0.08
H -0.40 -4.94 -1.94 0.09
H 1.32 -4.73 -2.20 0.08
C -0.31 -0.61 -3.96 -0.18
C 1.97 -1.00 -4.73 -0.19
C -1.34 -0.92 -2.92 -0.05
H -0.59 -1.04 -4.93 0.13
H -0.19 0.48 -4.11 0.13
H -1.52 -2.00 -2.80 0.08
H -2.27 -0.46 -3.29 0.10
H -1.13 -0.49 -1.94 0.08
C 2.19 -2.28 -5.49 -0.05
H 2.89 -0.64 -4.24 0.13
H 1.59 -0.21 -5.38 0.13
H 2.51 -3.10 -4.83 0.07
H 3.01 -2.12 -6.18 0.09
H 1.31 -2.61 -6.06 0.09
H 1.18 -1.85 -2.72 0.07
N -0.87 -0.17 3.32 -0.05
C -1.70 0.28 4.25 -0.36
C -2.53 1.39 4.04 -0.05
C -2.71 2.11 2.85 -0.35
C -1.79 -0.42 5.59 -0.02
H -0.80 -0.75 5.94 0.09
H -2.46 -1.29 5.55 0.08
H -2.20 0.29 6.32 0.08
C -3.92 3.01 2.78 -0.02
H -4.62 2.68 2.00 0.08
H -3.65 4.06 2.59 0.07
H -4.44 2.97 3.74 0.07
N -1.90 2.04 1.81 -0.01
C -0.43 -1.49 3.16 -0.21
C 0.94 -1.78 3.39 -0.23
C 1.89 -0.70 3.84 -0.08
C 1.42 -3.06 3.17 -0.08
H 2.48 -3.25 3.34 0.11
C 0.56 -4.06 2.74 -0.12
H 0.95 -5.06 2.57 0.09
C -0.79 -3.78 2.50 -0.07
H -1.46 -4.57 2.13 0.11
C -1.30 -2.51 2.70 -0.21
C -2.74 -2.20 2.43 -0.04
C -2.10 2.64 0.55 -0.23
C -1.55 3.92 0.29 -0.22
C -1.04 4.80 1.40 -0.04
C -1.51 4.39 -1.02 -0.06
H -1.05 5.36 -1.22 0.11
C -2.07 3.64 -2.06 -0.11
H -2.02 4.00 -3.09 0.10
C -2.75 2.45 -1.78 -0.08
H -3.27 1.92 -2.58 0.10
C -2.79 1.94 -0.48 -0.22
C -3.54 0.68 -0.19 -0.05
Sr 0.60 1.46 2.00 1.09
H 2.55 -0.36 3.01 0.08
H 2.57 -1.10 4.62 0.09
H 1.37 0.16 4.28 0.05
H -2.87 -1.28 1.84 0.06
H -3.33 -2.10 3.36 0.08
H -3.18 -3.03 1.86 0.07
H -0.66 5.74 0.97 0.08
H -0.22 4.34 1.98 0.02
H -1.85 5.06 2.10 0.08
H -4.11 0.72 0.75 0.08
H -2.88 -0.20 -0.14 0.06
H -4.27 0.50 -0.99 0.08
H -3.18 1.66 4.87 0.09
C 1.13 1.21 -0.16 -0.54
Si 2.31 2.25 -1.10 0.34
H 0.25 1.17 -0.85 -0.03
H 1.57 0.18 -0.24 -0.04
C 3.82 1.27 -1.61 -0.19
C 2.61 3.73 0.00 -0.19
C 1.52 2.64 -2.76 -0.18
H 1.83 3.64 -3.10 0.03
H 0.42 2.60 -2.70 0.00
H 1.84 1.89 -3.50 0.01
H 4.51 1.11 -0.78 0.03
H 4.31 1.83 -2.42 0.03
H 3.49 0.29 -2.00 -0.01
H 2.89 3.48 1.03 -0.01
H 1.68 4.32 0.05 0.03
H 3.39 4.33 -0.48 0.02
Cl 1.77 3.24 3.69 -0.39


No. 4
99
Properties=species:S:1:pos:R:3:lowdin_charge:R:1 method="wB97M-V/def2-TZVPD" energy_ev=-96179.841 fmax_ha_per_bohr=0.0774 de_lowest_kj_mol=323.26 gap_ev="6.16 / 7.02" multiplicity=3 homo_energy_ha="-0.2362 / -0.2675" e_lumo_ha="-0.010 / -0.009"
Ti 1.26 0.83 0.40 0.86
C 2.08 -3.09 2.52 -0.11
C 1.92 -2.77 1.23 -0.13
C 1.03 -3.43 0.21 -0.19
C -0.43 -2.89 -0.09 -0.18
C -1.35 -2.73 1.08 -0.12
C -1.15 -3.11 2.31 -0.11
C -0.29 -4.25 2.78 -0.16
C 1.13 -3.88 3.39 -0.17
C -0.74 1.08 0.44 -0.24
H 2.96 -2.62 3.04 0.10
H 2.43 -1.88 0.86 0.07
H 0.95 -4.50 0.42 0.10
H 1.62 -3.38 -0.72 0.11
H -0.31 -1.94 -0.58 0.07
H -0.80 -3.57 -0.86 0.10
H -2.07 -1.91 0.98 0.09
H -1.65 -2.58 3.17 0.11
H -0.06 -4.96 1.99 0.09
H -0.77 -4.79 3.61 0.11
H 1.04 -3.25 4.28 0.08
H 1.63 -4.79 3.77 0.11
H -1.17 1.85 1.08 0.01
H -1.46 0.34 0.31 -0.05
H -0.44 1.55 -0.51 -0.07
P 0.59 1.45 -3.60 0.96
P -1.97 0.94 -2.48 0.98
C 0.00 -0.21 -3.88 -0.29
C -1.19 -0.46 -3.30 -0.29
C 1.23 2.00 -5.23 -0.39
C 1.31 1.21 -6.38 -0.09
C 2.10 1.67 -7.44 -0.09
C 2.74 2.91 -7.36 -0.09
C 2.50 3.76 -6.26 -0.08
C 1.73 3.32 -5.20 -0.11
C 2.15 1.33 -2.76 -0.37
C 2.18 1.84 -1.42 -0.20
C 3.29 1.57 -0.61 -0.16
C 4.41 0.88 -1.14 -0.06
C 4.38 0.45 -2.45 -0.06
C 3.24 0.65 -3.27 -0.05
C -2.91 1.69 -3.88 -0.33
C -2.21 2.33 -4.93 -0.12
C -2.79 2.59 -6.17 -0.09
C -4.19 2.46 -6.33 -0.09
C -4.93 2.03 -5.22 -0.09
C -4.30 1.61 -4.03 -0.08
C -3.31 0.12 -1.58 -0.41
C -4.06 1.00 -0.78 -0.13
C -5.18 0.59 -0.08 -0.08
C -5.61 -0.75 -0.18 -0.08
C -4.88 -1.64 -0.98 -0.08
C -3.74 -1.21 -1.68 -0.09
H 0.55 -0.85 -4.56 0.07
H -1.73 -1.38 -3.47 0.06
H 0.81 0.24 -6.44 0.10
H 2.25 1.05 -8.32 0.10
H 3.43 3.23 -8.14 0.10
H 2.94 4.74 -6.21 0.10
H 1.55 3.95 -4.32 0.11
H 1.32 2.47 -1.11 0.10
H 3.29 1.97 0.41 0.10
H 5.22 0.65 -0.46 0.12
H 5.26 -0.04 -2.82 0.11
H 3.23 0.25 -4.28 0.12
H -1.17 2.65 -4.79 0.05
H -2.20 2.91 -7.04 0.11
H -4.68 2.72 -7.28 0.11
H -6.03 2.02 -5.30 0.10
H -4.93 1.25 -3.23 0.09
H -3.73 2.03 -0.69 0.11
H -5.73 1.30 0.55 0.11
H -6.53 -1.07 0.33 0.11
H -5.22 -2.68 -1.05 0.11
H -3.20 -1.93 -2.29 0.08
C 3.47 -0.65 5.83 -0.08
C 2.08 -0.76 6.51 -0.15
C 0.88 0.17 6.08 -0.26
C -0.09 0.34 7.29 -0.20
C -0.45 -0.87 8.14 -0.09
C 1.34 1.56 5.65 -0.33
O 1.24 2.60 6.33 0.09
N 1.94 1.54 4.37 0.17
C 1.41 0.90 3.33 -0.48
O 1.93 1.18 2.14 -0.19
N 0.45 0.00 3.46 0.20
C 0.15 -0.35 4.76 -0.35
O -0.71 -1.26 4.91 0.02
H 3.59 -1.33 4.97 0.06
H 4.20 -1.01 6.59 0.08
H 3.73 0.38 5.57 0.07
H 1.74 -1.83 6.46 0.13
H 2.24 -0.51 7.58 0.12
H 0.39 1.11 7.91 0.11
H -1.01 0.82 6.91 0.13
H 0.45 -1.38 8.50 0.06
H -1.00 -0.47 9.00 0.07
H -1.09 -1.54 7.57 0.07
H 2.48 2.38 4.14 0.18


No. 5
55
Properties=species:S:1:pos:R:3:lowdin_charge:R:1 method="wB97M-V/def2-TZVPD" energy_ev=-31909.597 fmax_ha_per_bohr=0.3309 de_lowest_kj_mol=1928.20 gap_ev=9.64 multiplicity=1 homo_energy_ha=-0.3323 e_lumo_ha=0.022
C -5.80 -0.65 0.56 0.02
C -4.60 -1.70 0.30 -0.28
H -4.63 -2.03 -0.74 0.13
H -4.78 -2.52 1.02 0.14
O -3.44 -1.30 0.36 0.07
C -2.96 -0.57 -0.47 -0.62
O -3.50 -0.53 -1.44 0.21
C -1.60 0.20 -0.26 -0.35
C -0.84 -0.68 0.74 -0.13
H -1.35 -0.99 1.70 0.15
H 0.06 0.01 1.17 0.15
C -0.45 -1.91 0.05 -0.17
N 0.47 -1.87 -1.13 -0.01
C 1.80 -1.74 -1.12 -0.32
O 2.36 -1.47 -2.28 -0.04
C 2.46 -2.56 0.13 -0.14
C 4.07 -2.69 -0.21 -0.03
H 4.20 -2.59 -1.25 0.07
C 4.56 -1.12 0.35 -0.06
H 5.48 -1.15 0.80 0.04
C 3.49 -1.21 1.54 -0.33
H 3.20 -0.10 2.14 0.15
H 3.97 -1.67 2.51 0.13
O 2.26 -1.77 1.40 -0.15
H 4.23 -0.21 -0.49 0.16
H 4.59 -3.36 0.21 0.02
H 2.14 -3.73 0.11 0.19
C -0.26 -0.77 -2.03 -0.06
C -0.83 0.36 -1.30 -0.23
H -1.33 0.88 -2.08 0.14
H 0.13 1.11 -1.23 0.20
H 0.33 -0.79 -2.98 0.13
H -1.13 -1.48 -2.30 0.15
H 0.21 -2.73 0.83 0.18
H -1.25 -2.64 -0.17 0.14
C -1.97 1.72 0.55 -0.05
H -2.36 2.17 -0.46 0.15
H -2.85 1.33 1.45 0.20
C -0.98 2.32 1.34 -0.23
C 0.14 2.84 0.65 -0.33
C 0.21 3.56 -0.32 -0.26
C 1.10 4.09 -0.97 -0.14
C 2.39 3.46 -0.89 -0.07
C 2.57 2.46 0.15 -0.12
C 1.41 2.27 0.78 -0.09
H 1.78 1.44 1.66 0.15
H 3.68 2.09 0.41 0.14
H 3.48 3.65 -1.45 0.15
H 1.16 4.83 -2.12 0.21
H -0.97 4.11 -0.67 0.22
H -0.63 1.72 2.13 0.12
H -1.43 3.21 1.67 0.13
H -5.60 -0.14 1.36 0.01
H -6.76 -1.21 0.46 0.10
H -5.64 0.05 -0.16 0.04


No. 6
112
Properties=species:S:1:pos:R:3:lowdin_charge:R:1 method="wB97M-V/def2-TZVPD" energy_ev=-602827.393 fmax_ha_per_bohr=0.0990 de_lowest_kj_mol=240.09 gap_ev=8.07 multiplicity=1 homo_energy_ha=-0.2915 e_lumo_ha=0.005
C -6.44 -0.34 1.12 -0.18
C -5.30 0.34 1.98 -0.40
P -4.35 1.75 1.19 0.98
C -5.42 3.14 0.55 -0.38
C -6.74 2.76 -0.22 -0.16
C -3.02 1.18 -0.01 -0.64
P -2.21 -0.38 0.78 0.85
N -1.99 -0.13 2.48 -0.14
O -3.30 -1.70 0.62 -0.30
C -3.53 0.69 -1.43 -0.21
C -4.04 1.82 -2.40 -0.19
O -3.34 3.08 -2.34 -0.28
S -1.75 2.88 -1.93 0.69
O -1.06 4.19 -2.04 -0.30
O -1.05 1.92 -2.84 -0.33
C -1.79 2.24 -0.17 -0.70
S -0.12 1.44 0.05 0.66
C -1.85 3.47 0.82 -0.23
C -1.44 3.12 2.31 -0.27
N -2.22 3.48 3.26 0.08
H -6.31 -0.23 0.01 0.05
H -7.40 0.19 1.38 0.07
H -6.62 -1.42 1.43 0.01
H -4.64 -0.47 2.37 0.06
H -5.79 0.77 2.89 0.09
H -5.67 3.81 1.42 0.08
H -4.79 3.75 -0.15 0.06
H -6.96 3.59 -0.95 0.08
H -6.65 1.83 -0.84 0.04
H -7.57 2.63 0.51 0.07
H -1.12 0.36 2.67 -0.02
H -2.79 0.30 2.94 0.01
H -4.15 -1.39 0.27 0.00
H -4.39 -0.02 -1.31 0.10
H -2.70 0.11 -1.90 0.11
H -3.90 1.43 -3.45 0.14
H -5.13 2.05 -2.32 0.11
H 0.74 2.52 0.23 -0.05
H -1.06 4.19 0.48 0.11
H -2.81 4.05 0.78 0.10
H -0.48 2.62 2.57 0.08
H -3.04 3.95 2.85 0.03
C 2.34 -1.51 2.48 -1.51
Cl 0.99 -2.57 2.90 0.49
Cl 1.85 0.19 2.62 0.48
Cl 3.74 -1.85 3.50 0.51
H 2.62 -1.70 1.45 -0.02
C -4.28 5.69 -4.21 -1.53
Cl -4.27 6.99 -3.02 0.53
Cl -5.94 5.19 -4.58 0.52
Cl -3.44 6.18 -5.68 0.50
H -3.75 4.84 -3.79 -0.02
C 0.31 3.52 -5.99 -1.52
Cl 0.54 2.55 -7.46 0.51
Cl 1.68 4.61 -5.75 0.53
Cl -1.20 4.42 -6.07 0.50
H 0.26 2.84 -5.14 0.00
C 2.65 -6.18 3.88 -1.53
Cl 2.62 -4.97 5.17 0.51
Cl 1.02 -6.80 3.56 0.47
Cl 3.36 -5.51 2.40 0.52
H 3.27 -7.01 4.20 -0.09
C 4.46 -0.18 -0.46 -1.47
Cl 5.04 0.34 -2.05 0.49
Cl 5.58 0.37 0.80 0.49
Cl 2.83 0.43 -0.16 0.51
H 4.43 -1.27 -0.45 0.02
C -1.35 -3.36 5.86 -1.52
Cl -1.16 -4.16 4.29 0.46
Cl -0.11 -2.13 6.10 0.52
Cl -2.96 -2.65 6.00 0.52
H -1.24 -4.11 6.63 0.01
C 5.79 -0.76 -5.86 -1.53
Cl 6.66 -0.66 -7.40 0.53
Cl 6.31 -2.18 -4.94 0.53
Cl 6.03 0.72 -4.92 0.49
H 4.73 -0.86 -6.08 0.02
C 6.71 1.76 4.50 -1.52
Cl 7.05 3.44 4.94 0.53
Cl 4.99 1.41 4.68 0.52
Cl 7.26 1.44 2.85 0.48
H 7.26 1.12 5.17 0.02
C 7.07 3.96 -2.85 -1.54
Cl 5.72 3.84 -1.72 0.52
Cl 7.28 5.62 -3.41 0.53
Cl 8.56 3.36 -2.11 0.49
H 6.85 3.33 -3.71 -0.02
C 12.29 2.75 -1.02 -1.54
Cl 10.81 2.16 -0.24 0.49
Cl 12.02 4.35 -1.74 0.52
Cl 13.63 2.81 0.13 0.52
H 12.55 2.07 -1.82 0.02
C -2.42 -8.34 4.65 -1.52
Cl -2.47 -7.14 5.94 0.52
Cl -4.04 -8.98 4.33 0.53
Cl -1.72 -7.65 3.18 0.49
H -1.79 -9.16 4.97 0.02
C 2.34 1.41 -10.50 -1.56
Cl 3.10 2.15 -11.92 0.52
Cl 0.58 1.58 -10.58 0.50
Cl 2.80 -0.29 -10.37 0.51
H 2.69 1.93 -9.62 0.00
C 4.41 -10.03 4.86 -1.52
Cl 4.73 -8.40 5.48 0.57
Cl 2.68 -10.37 4.91 0.53
Cl 5.04 -10.21 3.22 0.53
H 4.92 -10.74 5.50 0.01
C -9.21 -3.56 2.13 -1.53
Cl -8.36 -3.22 0.62 0.54
Cl -8.21 -3.10 3.52 0.53
Cl -10.77 -2.72 2.18 0.52
H -9.39 -4.63 2.18 0.01